(1)
Below is a structure of composition C21H20Cl5MnN5O4S3, with properties calculated with the ωB97M-V functional and the def2-TZVPD basis.

Calculated values
Net charge: +1
Frontier orbital gap (alpha / beta) (eV): 6.095 / 7.731
<S²>: 6.125
2S+1: 5
HOMO (alpha / beta) (eV): -11.64 / -11.69

Each line ends with the Mulliken spin population.
Cartesian coordinates (Å):
Mn 0.909 -0.391 -0.430  4.200
Cl 4.515 -0.546 5.702  0.002
C 3.460 -0.267 4.382  0.012
C 3.528 -1.075 3.251  -0.004
Cl 4.663 -2.352 3.151  0.000
C 2.658 -0.836 2.194  -0.006
Cl 2.722 -1.836 0.764  0.045
C 1.698 0.175 2.229  0.019
O 0.826 0.375 1.249  -0.115
C 1.671 1.000 3.360  0.002
Cl 0.511 2.273 3.391  0.001
C 2.531 0.779 4.428  -0.005
Cl 2.448 1.788 5.806  -0.001
N 2.505 1.028 -0.803  0.008
C 1.531 1.888 -1.427  -0.083
C 1.321 1.818 -2.800  0.054
C 0.157 2.362 -3.322  -0.013
C -0.786 2.916 -2.465  0.008
C -0.481 3.145 -1.135  -0.004
C 0.686 2.630 -0.604  0.058
S -2.500 2.947 -2.972  0.000
O -3.138 4.025 -2.273  0.000
O -2.488 2.957 -4.415  0.000
O -2.890 1.603 -2.449  0.002
H 3.315 0.830 -1.380  0.006
H 2.809 1.372 0.102  0.009
H 2.025 1.295 -3.436  0.005
H -0.079 2.284 -4.374  0.000
H -1.194 3.665 -0.507  0.001
H 0.900 2.730 0.451  -0.007
C -1.994 -0.477 -4.702  0.000
N -0.977 -0.584 -3.659  0.008
C -0.041 -1.497 -3.624  0.022
N 0.038 -2.388 -4.612  -0.003
S 1.200 -1.661 -2.399  -0.112
H -2.604 0.396 -4.482  0.000
H -2.627 -1.366 -4.711  0.000
H -1.526 -0.338 -5.679  0.001
H -1.050 0.068 -2.888  -0.010
H -0.603 -2.368 -5.389  0.000
H 0.745 -3.102 -4.589  -0.001
N -2.841 1.077 0.246  -0.008
C -2.144 0.056 0.671  0.006
S -1.329 -0.869 -0.583  -0.095
N -2.130 -0.301 1.953  -0.005
C -1.416 -1.391 2.554  -0.003
C -1.526 -2.683 2.058  0.006
C -0.815 -3.704 2.670  0.001
C -0.029 -3.446 3.784  0.000
C 0.033 -2.161 4.304  0.000
C -0.662 -1.131 3.688  -0.001
H -2.925 1.323 -0.783  0.004
H -3.456 1.576 0.875  0.000
H -2.602 0.320 2.597  0.000
H -2.159 -2.886 1.207  -0.003
H -0.893 -4.711 2.283  0.000
H 0.513 -4.250 4.262  0.000
H 0.617 -1.958 5.192  0.000
H -0.631 -0.127 4.092  0.000



(2)
Below is a cluster of 11 separate species, C66H81B2F8N15O9 in total, with properties calculated with the ωB97M-V functional and the def2-TZVPD basis.

Calculated values
Net charge: +6
Frontier orbital gap (eV): 5.884
HOMO (eV): -16.67

Each line ends with the Löwdin charge.
Cartesian coordinates (Å):
C 0.463 -2.613 11.177  -0.058
C 1.648 -2.306 10.292  -0.135
N 1.194 -1.802 8.950  -0.059
C 1.217 -0.537 8.523  -0.030
C 0.544 -0.443 7.329  0.025
N 0.132 -1.744 7.012  -0.035
C 0.556 -2.535 8.028  -0.011
C -0.314 -2.241 5.671  0.036
H -0.330 -3.117 10.633  0.075
H -0.057 -1.688 11.402  0.082
H 0.747 -3.133 12.110  0.107
H 2.173 -3.204 10.040  0.114
H 2.408 -1.547 10.638  0.152
H 1.670 0.252 9.111  0.144
H 0.374 0.420 6.759  0.111
H 0.340 -3.599 8.123  0.176
H -0.441 -3.332 5.708  0.103
H 0.258 -1.945 4.815  0.090
H -1.358 -2.012 5.543  0.071
C -2.522 1.681 2.126  0.018
N -3.770 1.122 2.491  -0.082
C -4.833 1.437 1.792  0.030
C -6.066 0.991 2.238  0.052
C -6.209 0.223 3.367  -0.143
C -5.059 -0.188 3.999  0.067
C -3.857 0.295 3.512  0.020
C -7.564 -0.196 3.838  -0.108
C -7.871 -1.572 3.848  0.067
C -9.169 -1.934 3.940  0.000
N -10.122 -1.042 4.229  -0.069
C -9.794 0.277 4.364  0.034
C -8.533 0.759 4.127  0.055
C -11.550 -1.470 4.209  0.057
H -1.838 0.857 1.806  0.123
H -2.003 2.093 2.983  0.107
H -2.681 2.401 1.276  0.089
H -4.809 2.239 1.047  0.132
H -6.899 1.367 1.739  0.117
H -5.074 -0.849 4.840  0.144
H -2.889 -0.021 3.864  0.142
H -7.015 -2.245 3.642  0.152
H -9.495 -2.963 3.834  0.161
H -10.639 0.927 4.527  0.151
H -8.301 1.807 4.147  0.143
H -12.116 -0.587 3.941  0.103
H -11.870 -1.815 5.231  0.140
H -11.660 -2.251 3.497  0.096
C -1.436 6.986 -3.469  0.021
N -0.904 6.868 -2.131  -0.080
C -1.604 6.233 -1.197  -0.026
C -1.179 6.060 0.078  0.074
C 0.160 6.419 0.371  -0.148
C 0.947 7.011 -0.614  0.037
C 0.393 7.250 -1.862  0.042
C 0.662 6.264 1.736  -0.108
C 0.999 4.998 2.284  0.075
C 1.417 4.988 3.583  0.043
N 1.552 6.145 4.291  -0.078
C 1.337 7.355 3.782  0.004
C 0.863 7.461 2.480  0.072
C 1.847 6.122 5.733  0.028
H -2.521 7.199 -3.389  0.128
H -1.177 6.055 -4.000  0.099
H -0.835 7.749 -4.029  0.121
H -2.569 5.875 -1.583  0.123
H -1.808 5.543 0.795  0.140
H 2.013 7.167 -0.380  0.154
H 0.963 7.641 -2.688  0.144
H 0.824 4.082 1.765  0.128
H 1.524 4.097 4.182  0.128
H 1.564 8.242 4.379  0.161
H 0.730 8.458 2.099  0.135
H 2.514 6.915 6.003  0.099
H 2.460 5.216 5.982  0.127
H 0.965 6.149 6.341  0.107
C 12.980 0.700 -2.031  0.040
N 11.515 0.771 -1.798  -0.074
C 10.768 0.177 -2.709  0.023
C 9.391 0.057 -2.462  0.047
C 8.771 0.490 -1.310  -0.093
C 9.620 1.240 -0.423  0.058
C 10.962 1.305 -0.665  0.028
C 7.335 0.181 -1.003  -0.103
C 6.585 1.007 -0.153  0.024
C 5.307 0.747 0.305  0.036
N 4.765 -0.484 0.020  -0.030
C 5.403 -1.336 -0.814  0.015
C 6.650 -0.995 -1.285  0.040
C 3.489 -0.866 0.764  0.069
H 13.219 0.724 -3.090  0.108
H 13.355 -0.176 -1.478  0.124
H 13.534 1.592 -1.627  0.129
H 11.145 -0.243 -3.631  0.161
H 8.692 -0.430 -3.144  0.138
H 9.204 1.615 0.480  0.118
H 11.594 1.750 0.100  0.160
H 6.924 1.965 0.265  0.135
H 4.751 1.330 1.036  0.152
H 4.917 -2.254 -1.026  0.100
H 7.044 -1.779 -1.921  0.137
H 2.878 -0.010 0.633  0.077
H 3.719 -1.071 1.847  0.132
H 3.004 -1.734 0.279  0.087
C -7.100 2.081 -9.418  0.082
N -5.680 2.255 -8.902  -0.060
C -5.001 3.304 -9.200  -0.023
C -3.920 3.738 -8.464  0.095
C -3.524 2.884 -7.402  -0.130
C -4.115 1.624 -7.273  0.038
C -5.227 1.338 -7.986  0.025
C -2.437 3.131 -6.499  -0.157
C -1.122 3.309 -7.011  0.049
C -0.066 3.244 -6.200  -0.028
N -0.182 2.910 -4.919  -0.063
C -1.383 2.872 -4.337  0.048
C -2.531 2.979 -5.143  0.041
C 1.015 2.472 -4.218  0.016
H -7.394 2.989 -9.925  0.109
H -7.723 1.916 -8.563  0.101
H -7.166 1.154 -9.994  0.120
H -5.339 3.933 -9.994  0.157
H -3.442 4.685 -8.671  0.145
H -3.761 0.949 -6.440  0.165
H -5.785 0.403 -7.833  0.166
H -0.937 3.598 -8.062  0.154
H 0.960 3.372 -6.556  0.167
H -1.474 2.824 -3.250  0.122
H -3.494 2.970 -4.626  0.138
H 1.647 3.318 -4.117  0.092
H 1.495 1.638 -4.734  0.125
H 0.793 2.147 -3.204  0.086
C -0.826 -4.324 -0.735  0.055
N -0.395 -5.457 -1.537  -0.051
C 0.583 -6.117 -0.910  0.020
C 1.117 -7.231 -1.473  0.047
C 0.595 -7.696 -2.643  -0.126
C -0.492 -7.073 -3.297  0.086
C -0.923 -5.894 -2.701  0.058
C 1.297 -8.827 -3.277  -0.145
C 1.839 -9.846 -2.473  0.069
C 2.480 -10.901 -3.112  0.042
N 2.596 -10.879 -4.454  -0.083
C 2.050 -9.945 -5.222  0.049
C 1.463 -8.831 -4.612  0.052
C 3.143 -12.073 -5.089  0.052
H -1.459 -3.774 -1.372  0.098
H 0.072 -3.797 -0.398  0.116
H -1.312 -4.708 0.132  0.099
H 0.967 -5.629 -0.074  0.139
H 2.060 -7.606 -1.045  0.158
H -0.938 -7.461 -4.174  0.127
H -1.746 -5.344 -3.038  0.134
H 1.577 -10.001 -1.424  0.150
H 2.892 -11.748 -2.582  0.157
H 2.098 -10.126 -6.299  0.171
H 1.082 -8.126 -5.312  0.135
H 3.743 -12.601 -4.359  0.117
H 3.768 -11.762 -5.872  0.099
H 2.355 -12.636 -5.542  0.121
N 3.057 -2.771 -2.699  -0.591
O 4.234 -2.460 -2.999  -0.064
O 2.763 -3.257 -1.569  -0.111
O 2.107 -2.420 -3.452  -0.065
N 2.030 3.611 -1.048  -0.526
O 2.580 2.527 -1.411  -0.055
O 0.933 3.985 -1.697  -0.119
O 2.524 4.308 -0.148  -0.027
N -3.199 3.494 -1.248  -0.534
O -2.291 2.619 -1.055  -0.045
O -3.205 4.070 -2.380  -0.098
O -4.027 3.848 -0.339  -0.053
B -2.944 -3.211 3.319  -1.079
F -2.298 -1.913 3.266  0.037
F -2.394 -4.103 2.361  0.083
F -2.748 -3.784 4.618  0.066
F -4.383 -2.951 3.178  0.025
B 1.244 1.132 3.402  -1.224
F 2.312 1.835 2.743  0.058
F 0.629 2.014 4.322  0.067
F 0.274 0.728 2.496  0.116
F 1.767 0.031 4.157  0.062



(3)
Below is a structure of composition C22H25F6INO4PS4SbScSeSi, with properties calculated with the ωB97M-V functional and the def2-TZVPD basis.

Calculated values
Net charge: -1
Frontier orbital gap (alpha / beta) (eV): 7.210 / 5.989
<S²>: 0.762
2S+1: 2
ΔE to the lowest compared entry with this formula, charge and spin (kcal/mol): 34.7
HOMO (alpha / beta) (eV): -5.34 / -5.75

Each line ends with the Mulliken spin population.
Cartesian coordinates (Å):
Sc -0.261 -0.488 0.651  0.005
O 4.765 -3.053 5.117  0.037
C 3.933 -2.617 4.371  0.014
S 2.214 -2.499 4.782  0.009
C 1.668 -1.801 3.271  0.130
C 2.654 -1.584 2.296  0.150
S 2.403 -0.946 0.763  0.288
S 4.290 -2.025 2.741  0.012
S 0.042 -1.426 3.116  0.315
O -1.769 3.785 -1.755  0.000
C -1.880 2.611 -1.536  -0.001
O -2.352 2.068 -0.408  -0.001
C -1.572 1.538 -2.560  0.000
P -0.231 0.338 -2.101  0.000
C -0.396 -0.740 -3.575  0.001
C -1.451 -1.651 -3.583  0.001
C -1.640 -2.498 -4.666  -0.001
C -0.770 -2.450 -5.749  0.000
C 0.280 -1.543 -5.746  0.000
C 0.463 -0.687 -4.668  0.000
C 1.307 1.264 -2.384  0.003
C 1.337 2.648 -2.520  -0.001
C 2.556 3.307 -2.626  0.000
C 3.744 2.596 -2.602  0.000
C 3.716 1.213 -2.463  0.001
C 2.507 0.550 -2.346  0.012
H -1.341 1.999 -3.519  0.000
H -2.463 0.915 -2.668  0.000
H -2.101 -1.727 -2.719  0.002
H -2.463 -3.202 -4.659  0.000
H -0.914 -3.115 -6.592  0.000
H 0.962 -1.499 -6.586  0.000
H 1.289 0.013 -4.673  0.000
H 0.427 3.233 -2.525  0.000
H 2.566 4.386 -2.715  0.000
H 4.691 3.116 -2.677  0.000
H 4.639 0.647 -2.426  0.000
H 2.493 -0.527 -2.222  -0.009
F 0.147 1.412 0.603  -0.005
Sb -1.879 2.607 1.415  -0.010
F -1.820 0.395 1.497  0.007
F -3.564 1.969 1.997  0.000
F -2.748 4.272 1.641  0.000
F -0.466 3.739 0.872  -0.001
F -1.089 2.375 3.090  0.005
C -4.691 -3.862 0.310  0.000
Si -3.734 -2.287 0.678  0.000
C -4.530 -0.875 -0.262  0.001
C -3.819 -1.961 2.521  0.003
Se -1.617 -2.642 -0.059  0.015
H -5.738 -3.771 0.610  0.000
H -4.253 -4.711 0.840  0.000
H -4.659 -4.088 -0.759  0.000
H -5.578 -0.761 0.029  0.000
H -4.494 -1.061 -1.340  0.000
H -4.020 0.067 -0.053  0.000
H -4.862 -1.952 2.854  0.000
H -3.377 -0.994 2.761  -0.002
H -3.285 -2.733 3.078  0.000
N 0.599 -4.374 -2.653  0.000
C 1.091 -3.621 -1.635  0.001
O 1.340 -2.438 -1.762  0.006
C 1.363 -4.350 -0.341  0.017
I 3.427 -4.912 -0.290  0.000
H 0.254 -3.857 -3.450  0.000
H 0.154 -5.251 -2.448  0.000
H 0.779 -5.256 -0.220  0.001
H 1.207 -3.685 0.500  -0.006



F_max: 0.607; 3.972; 0.179 (eV/A)